ORCA calculation (ωB97M-V with the def2-TZVPD basis set) on a structure of composition C44H43BBiCl3F12N4O3S at a distorted geometry.

ORCA input file:
```
! wB97M-V def2-TZVPD RIJCOSX def2/J DEFGRID3
* xyz -2 1
Bi -0.4118 0.2705 0.4520
F 5.9307 2.8622 -0.0706
C 4.5735 2.6919 -0.1153
F 4.2696 2.6479 -1.4313
F 4.0547 3.8368 0.3691
C 4.1604 1.4626 0.6258
C 5.0927 0.7806 1.3940
C 4.7316 -0.3981 2.0243
C 3.4531 -0.8874 1.7921
N 2.5504 -0.2366 1.0820
C 2.8440 0.9548 0.5599
S 1.5442 1.8540 -0.1472
H 6.0976 1.1714 1.4784
H 5.4284 -0.9331 2.6537
H 3.1352 -1.8498 2.1823
C 2.8000 -3.1669 -4.2617
C 2.9935 -2.4599 -2.9155
C 4.3932 -1.8415 -2.8542
C 2.7345 -3.4215 -1.7675
C 3.6468 -4.4299 -1.4842
C 3.4372 -5.3213 -0.4472
C 2.2906 -5.2101 0.3246
C 1.3515 -4.2193 0.0841
C 0.0960 -4.1591 0.9258
C 0.4396 -3.9283 2.3994
C -0.7597 -5.4171 0.7466
C 1.5669 -3.3089 -0.9802
N 0.6840 -2.2634 -1.1789
C -0.0041 -2.0889 -2.2687
C -0.7800 -0.9592 -2.5608
N -0.9942 0.1628 -1.8376
C -1.7646 1.1339 -2.5547
C -1.2164 1.9481 -3.5736
C -2.0794 2.8069 -4.2630
C -3.4275 2.8865 -3.9953
C -3.9612 2.0547 -3.0295
C -3.1599 1.1777 -2.3156
C -3.8241 0.1830 -1.3872
C -4.9060 0.8071 -0.5036
C -4.4140 -0.9574 -2.2280
C 0.2330 2.1028 -4.0547
C 1.2323 0.9745 -3.8101
C 0.7805 3.4251 -3.4846
H 2.9881 -2.4761 -5.0877
H 1.7826 -3.5499 -4.3550
H 3.4894 -4.0099 -4.3489
H 2.2714 -1.6455 -2.8464
H 5.1644 -2.5992 -3.0107
H 4.5628 -1.3815 -1.8835
H 4.5039 -1.0756 -3.6252
H 4.5420 -4.5293 -2.0893
H 4.1626 -6.1005 -0.2436
H 2.1200 -5.9142 1.1307
H -0.4967 -3.3136 0.5850
H 1.1409 -4.6798 2.7698
H -0.4627 -3.9777 3.0091
H 0.8924 -2.9442 2.5301
H -0.2266 -6.3146 1.0684
H -1.0429 -5.5429 -0.3024
H -1.6675 -5.3297 1.3462
H 0.0172 -2.8493 -3.0590
H -1.2435 -0.9661 -3.5452
H -1.6652 3.4276 -5.0508
H -4.0610 3.5703 -4.5478
H -5.0273 2.0773 -2.8447
H -3.0678 -0.2356 -0.7329
H -5.6818 1.2996 -1.0922
H -4.4650 1.5322 0.1795
H -5.3889 0.0246 0.0827
H -5.2025 -0.5810 -2.8852
H -4.8410 -1.7226 -1.5777
H -3.6409 -1.4228 -2.8420
H 0.1569 2.2149 -5.1431
H 1.3637 0.7817 -2.7533
H 2.2024 1.2720 -4.2166
H 0.9162 0.0512 -4.2968
H 1.6858 3.7215 -4.0196
H 0.0441 4.2249 -3.5642
H 1.0302 3.2980 -2.4349
F 2.4341 2.2628 3.3797
C 1.3706 2.2642 4.1964
F 0.5680 3.2692 3.8042
F 1.8359 2.6121 5.4256
C 0.6238 0.8727 4.1460
O 0.4824 0.4156 2.9317
C -0.7529 1.0670 4.8893
F -1.2453 -0.1055 5.3188
F -1.6569 1.6084 4.0604
F -0.6956 1.8798 5.9769
C 1.4891 -0.0982 5.0506
F 1.3429 0.1102 6.3849
F 2.8122 0.0383 4.7988
F 1.1881 -1.3797 4.8277
Cl -5.9737 -2.5581 0.8964
C -5.1023 -1.6332 2.0805
Cl -6.0592 -0.4911 2.9593
Cl -4.8081 -3.3916 3.8109
C -3.8452 -1.1943 1.6766
N -2.7766 -0.8802 1.3550
O -0.7827 3.3967 1.3176
B -1.5508 2.3099 0.9004
O -2.8753 2.5274 1.2921
C -2.9004 3.7062 1.9745
C -3.9506 4.3389 2.6035
C -3.6641 5.5347 3.2564
C -2.3773 6.0610 3.2792
C -1.3204 5.4168 2.6437
C -1.6125 4.2395 1.9905
H -4.9417 3.9060 2.6156
H -4.4572 6.0570 3.7766
H -2.1925 6.9823 3.8173
H -0.3042 5.7833 2.6865
*
```

Output
Electronic energy, hartree: -5364.0520
Energy above the lowest of the compared OMol25 structures with the same formula, charge and spin, kJ/mol: 73.3
F_max, Eh/bohr: 0.0196
LUMO energy (alpha / beta), eV: 4.0 / 4.0



ORCA calculation (ωB97M-V with the def2-TZVPD basis set) on a structure of composition C44H43IMgN4O4Sb at a distorted geometry.

ORCA input file:
```
! wB97M-V def2-TZVPD RIJCOSX def2/J DEFGRID3
* xyz -1 1
Mg -0.3127 0.8442 1.4906
C 1.6764 0.6740 5.5074
C 0.9985 -0.5479 4.9721
N 1.2706 -1.7014 5.5271
C 0.6403 -2.7947 5.0836
C -0.3056 -2.7853 4.0858
C -1.0289 -4.0639 3.7445
O -2.3768 -4.0524 4.1993
C -0.6201 -1.5537 3.4578
C -1.7271 -1.4549 2.5803
N -2.0835 -0.3655 1.9837
C -3.2732 -0.2875 1.3163
C -3.8298 -1.3228 0.5503
C -5.0448 -1.1671 -0.0814
C -5.7565 0.0151 0.0458
C -5.2244 1.0639 0.7798
C -4.0000 0.9043 1.3922
I -3.2241 2.4658 2.5929
C 0.0854 -0.3797 3.8751
O -0.1019 0.7639 3.3677
H 2.5378 0.3984 6.1078
H 0.9752 1.2351 6.1242
H 1.9739 1.3179 4.6831
H 0.9262 -3.7169 5.5760
H -0.4980 -4.9123 4.2044
H -1.0683 -4.2332 2.6652
H -2.3664 -3.7250 5.1064
H -2.3952 -2.3178 2.5401
H -3.3006 -2.2579 0.4595
H -5.4527 -1.9852 -0.6585
H -6.7230 0.1257 -0.4183
H -5.7621 1.9955 0.8888
O 1.7254 6.3952 -2.1958
C 0.3436 6.1556 -2.0328
C 0.1132 4.9535 -1.1559
C -1.1527 4.3407 -1.0908
C -1.2896 3.2049 -0.3188
N -0.3202 2.6656 0.3975
C 0.8931 3.2655 0.3779
C 1.1264 4.4107 -0.4077
C 1.9448 2.6629 1.1443
C 3.1385 3.3316 1.4735
C 4.1237 2.6740 2.1733
C 5.3937 3.3919 2.5452
O 6.2058 3.6864 1.4228
C 3.9224 1.3217 2.4924
C 2.7055 0.7491 2.1635
N 1.7440 1.3951 1.5435
H 1.8529 7.0391 -2.8985
H -0.1356 5.9858 -3.0076
H -0.1380 7.0358 -1.5721
H -1.9832 4.7347 -1.6565
H -2.2448 2.6938 -0.2907
H 2.1107 4.8467 -0.4650
H 3.2751 4.3696 1.2173
H 5.9599 2.7959 3.2751
H 5.1655 4.3629 2.9935
H 6.2841 2.8858 0.8928
H 4.6820 0.7463 2.9976
H 2.4903 -0.2833 2.4126
C 0.1895 -0.6986 0.2611
C 0.5630 -1.5298 -0.5527
C 0.9407 -2.4291 -1.5634
C 2.0077 -1.9637 -2.4172
C 2.1113 -2.2801 -3.7845
C 3.1226 -1.7573 -4.5635
C 4.0586 -0.8886 -4.0240
C 3.9452 -0.5223 -2.6904
C 2.9446 -1.0421 -1.9024
C 0.1434 -3.6039 -1.7473
C 0.4608 -4.6672 -2.6192
C -0.4309 -5.6923 -2.8581
C -1.6466 -5.7500 -2.1912
C -1.9233 -4.7845 -1.2287
C -1.0544 -3.7434 -1.0074
H 1.3583 -2.9069 -4.2429
H 3.1809 -2.0110 -5.6141
H 4.8616 -0.4995 -4.6339
H 4.6473 0.1826 -2.2669
H 2.8678 -0.7453 -0.8631
H 1.4290 -4.6987 -3.0971
H -0.1726 -6.4703 -3.5683
H -2.3540 -6.5427 -2.3976
H -2.8365 -4.8533 -0.6503
H -1.2687 -2.9924 -0.2582
C -1.2214 1.7845 -3.4207
Sb -2.1343 0.1902 -2.2562
C -4.0558 0.5930 -3.2409
C -1.5677 -1.2724 -3.7487
H -1.2688 1.5597 -4.4814
H -0.1864 1.8954 -3.1208
H -1.7484 2.7123 -3.2294
H -3.8943 0.7934 -4.2948
H -4.5378 1.4535 -2.7890
H -4.7105 -0.2621 -3.1322
H -2.0148 -1.0351 -4.7088
H -1.8615 -2.2704 -3.4499
H -0.4884 -1.2475 -3.8264
*
```

Output
Electronic energy, hartree: -2960.5289
Energy above the lowest of the compared OMol25 structures with the same formula, charge and spin, kJ/mol: 86.9
F_max, Eh/bohr: 0.0505
LUMO energy, eV: 1.3



ORCA calculation (ωB97M-V with the def2-TZVPD basis set) on a structure of composition C44H44AsBN11O10Ti at a distorted geometry.

ORCA input file:
```
! wB97M-V def2-TZVPD RIJCOSX def2/J DEFGRID3
* xyz 2 2
Ti 0.5249 -1.2582 -0.1821
C 2.0815 0.4194 2.4270
C 1.0906 -0.6461 2.8157
C 0.6726 -1.0533 4.0761
C -0.3086 -2.0071 3.8381
N -0.4546 -2.1435 2.5221
N 0.4037 -1.3224 1.8804
B -1.5067 -2.9226 1.6824
N -2.1792 -1.8642 0.7331
C -3.4698 -1.8071 0.4170
C -3.6598 -0.8229 -0.5386
C -2.3993 -0.3094 -0.7881
C -2.0292 0.7297 -1.7958
N -1.4942 -0.9345 0.0020
N -0.7267 -3.8893 0.7582
C -0.8090 -5.2039 0.5322
C 0.0802 -5.5459 -0.4621
C 0.6975 -4.3534 -0.8302
C 1.7180 -4.2031 -1.9142
N 0.2126 -3.3504 -0.0784
N -2.5549 -3.4811 2.5988
C -3.0903 -4.7097 2.8558
C -4.0857 -4.5508 3.7717
C -4.1146 -3.1602 4.0487
C -5.0251 -2.4410 4.9916
N -3.1940 -2.5288 3.3455
H 2.8223 0.7442 4.2101
H 1.5273 1.3554 2.3626
H 3.3065 1.0120 0.8004
H 1.0202 -0.7206 5.0411
H -0.8983 -2.5768 4.5369
H -4.1878 -2.4642 0.8816
H -4.5873 -0.5538 -1.0173
H -2.4784 0.4792 -2.7581
H -0.9511 0.8017 -1.9169
H -2.4267 1.7038 -1.5085
H -1.4819 -5.8397 1.0776
H 0.2563 -6.5247 -0.8769
H 1.2658 -4.4757 -2.8696
H 2.5458 -4.8953 -1.7531
H 2.1107 -3.1961 -1.9966
H -2.7458 -5.6188 2.3950
H -4.7065 -5.3185 4.2061
H -5.6257 -3.1531 5.5525
H -5.6987 -1.7798 4.4444
H -4.4554 -1.8295 5.6912
C 4.6617 -0.8738 -0.0655
C 3.4461 -1.1466 0.8040
C 3.8718 -1.8912 2.0636
O 2.5127 -2.0168 0.0720
C 2.6335 0.1779 1.0109
O 3.1537 0.5924 3.3184
O 1.5411 0.1958 0.1105
H 5.1725 -1.8075 -0.3110
H 5.3654 -0.2497 0.4886
H 4.3802 -0.3735 -0.9943
H 4.5416 -2.7096 1.7860
H 3.0150 -2.3037 2.5943
H 4.4118 -1.2332 2.7348
H 2.8773 -2.9069 0.1010
C 1.1211 4.2955 -3.8752
C 1.8908 3.1649 -3.3489
C 1.4852 2.6304 -1.9980
C 0.3044 3.2172 -1.3534
C -0.4978 4.0341 -2.0851
C -0.0575 4.6249 -3.3216
As -0.1453 2.6594 0.4317
C 1.1035 3.6813 1.4926
C 0.7275 3.9514 2.8123
C 1.5872 4.6431 3.6472
C 2.8349 5.0408 3.1754
C 3.2117 4.7627 1.8654
C 2.3576 4.0719 1.0234
C -1.8351 3.5551 0.8020
C -1.9630 4.9349 0.6550
C -3.1889 5.5273 0.9163
C -4.2607 4.7613 1.3624
C -4.1142 3.3942 1.5506
C -2.9017 2.7851 1.2583
H 1.5325 4.8517 -4.7090
H 2.9227 3.0525 -3.6613
H 2.2373 2.1429 -1.3877
H -1.4477 4.3620 -1.6873
H -0.6560 5.4223 -3.7429
H -0.2448 3.6342 3.1728
H 1.2920 4.8663 4.6639
H 3.5161 5.5669 3.8319
H 4.1799 5.0873 1.5056
H 2.6603 3.8668 0.0046
H -1.1193 5.5436 0.3566
H -3.3021 6.5943 0.7743
H -5.2081 5.2384 1.5779
H -4.9391 2.8013 1.9235
H -2.7845 1.7153 1.3912
O -0.1074 -1.0194 -8.1645
N 0.8847 -0.7442 -7.5233
O 1.9231 -0.2932 -7.9589
C 0.8198 -0.9705 -6.0614
C 1.8983 -0.6471 -5.2790
C 1.7962 -0.7876 -3.9075
C 0.6182 -1.2537 -3.2893
O 0.5783 -1.2555 -1.9590
C -0.4327 -1.6497 -4.1506
C -0.3404 -1.4755 -5.5148
N -1.6824 -2.2312 -3.6432
O -1.6404 -2.8150 -2.5785
O -2.6703 -2.1378 -4.3418
N 2.8118 -0.3755 -2.9890
O 3.8220 0.0196 -3.4994
O 1.1989 1.9303 -3.2040
H 2.8109 -0.2703 -5.7226
H -1.1633 -1.7485 -6.1603
*
```

Output
Electronic energy, hartree: -6167.2947
Energy above the lowest of the compared OMol25 structures with the same formula, charge and spin, kJ/mol: 147.6
F_max, Eh/bohr: 0.0418
LUMO energy (alpha / beta), eV: -5.9 / -8.6



ORCA calculation (ωB97M-V with the def2-TZVPD basis set) on a structure of composition C44H44AuN3P2Si at a distorted geometry.

ORCA input file:
```
! wB97M-V def2-TZVPD RIJCOSX def2/J DEFGRID3
* xyz 2 1
Au -0.6493 0.5508 0.0832
C -0.9143 1.7665 3.2348
Si -0.2804 0.2491 2.4057
C 1.5706 0.0975 2.5432
C 2.1788 0.9022 3.5133
C 3.5561 0.9004 3.6978
C 4.3530 0.1083 2.8920
C 3.7739 -0.6910 1.9120
C 2.3965 -0.7112 1.7276
P 1.6578 -1.7629 0.4263
C 2.8156 -3.1596 0.2624
C 3.0248 -3.9503 1.3959
C 3.8755 -5.0412 1.3469
C 4.5245 -5.3626 0.1590
C 4.3168 -4.5884 -0.9705
C 3.4689 -3.4865 -0.9203
C 1.9313 -0.7922 -1.1048
C 2.8046 0.2915 -1.1882
C 3.0125 0.9427 -2.3986
C 2.3457 0.5252 -3.5411
C 1.4728 -0.5537 -3.4747
C 1.2716 -1.2088 -2.2683
C -1.2894 -1.2345 2.8519
C -1.6482 -1.4820 4.1788
C -2.4464 -2.5727 4.4930
C -2.8989 -3.4217 3.4882
C -2.5496 -3.1884 2.1670
C -1.7591 -2.0836 1.8551
P -1.3350 -1.6814 0.1501
C -2.8679 -1.0263 -0.6360
C -4.1321 -1.0876 -0.0498
C -5.2307 -0.5409 -0.7016
C -5.0868 0.0589 -1.9468
C -3.8336 0.1288 -2.5413
C -2.7305 -0.4073 -1.8888
C -1.0625 -3.2671 -0.6700
C -0.3064 -4.2565 -0.0390
C -0.1419 -5.4889 -0.6451
C -0.7135 -5.7355 -1.8881
C -1.4712 -4.7581 -2.5163
C -1.6482 -3.5217 -1.9120
H -0.6851 1.7258 4.3038
H -0.4673 2.6750 2.8272
H -1.9991 1.8282 3.1261
H 1.5757 1.5350 4.1538
H 4.0000 1.5173 4.4681
H 5.4278 0.1099 3.0197
H 4.4079 -1.3145 1.2933
H 2.5226 -3.7103 2.3288
H 4.0382 -5.6398 2.2337
H 5.1911 -6.2140 0.1191
H 4.8243 -4.8314 -1.8948
H 3.3268 -2.8903 -1.8128
H 3.3339 0.6302 -0.3060
H 3.7087 1.7706 -2.4510
H 2.5163 1.0266 -4.4850
H 0.9638 -0.8975 -4.3664
H 0.6270 -2.0798 -2.2469
H -1.2963 -0.8381 4.9772
H -2.7148 -2.7637 5.5236
H -3.5261 -4.2679 3.7357
H -2.8974 -3.8616 1.3926
H -4.2651 -1.5465 0.9213
H -6.2077 -0.5966 -0.2392
H -5.9515 0.4623 -2.4577
H -3.7142 0.5879 -3.5143
H -1.7557 -0.3526 -2.3721
H 0.1249 -4.0785 0.9359
H 0.4369 -6.2558 -0.1476
H -0.5735 -6.6974 -2.3642
H -1.9299 -4.9560 -3.4758
H -2.2524 -2.7736 -2.4052
C -3.8302 4.8519 0.3713
C -4.0558 3.5188 -0.3042
N -2.8022 2.7671 -0.2951
C -1.5730 3.3202 -0.3263
N -0.5054 2.5000 -0.4530
C 0.8338 3.1124 -0.5583
C 0.9211 4.3854 0.2522
C -0.1577 5.3227 -0.2314
N -1.4601 4.6489 -0.2248
C -2.6416 5.5224 -0.2834
H -3.6333 4.7074 1.4357
H -4.7134 5.4807 0.2729
H -4.3965 3.6663 -1.3325
H -4.8056 2.9261 0.2162
H -2.8533 1.7946 -0.5611
H 1.0555 3.3173 -1.6094
H 1.5624 2.3808 -0.2188
H 1.8971 4.8551 0.1370
H 0.7777 4.1620 1.3129
H 0.0629 5.6743 -1.2432
H -0.2421 6.1986 0.4099
H -2.8595 5.7754 -1.3248
H -2.3805 6.4456 0.2295
*
```

Output
Electronic energy, hartree: -2974.8436
Energy above the lowest of the compared OMol25 structures with the same formula, charge and spin, kJ/mol: 0.0
F_max, Eh/bohr: 0.0274
LUMO energy, eV: -6.4